Entry 1:
C10H8Cl2NOP | wB97M-V/def2-TZVPD

Geometry as XYZ:
```
23
Properties=species:S:1:pos:R:3:nbo_charge:R:1
P -1.61 -1.62 1.48 1.973
H 3.18 1.09 1.24 0.219
H 2.34 -1.20 -2.26 0.218
N -1.14 -0.14 0.46 -0.679
C -3.32 -1.27 1.78 -0.729
C 2.47 0.59 0.61 -0.216
O -0.68 -1.90 2.56 -1.037
C -3.98 -0.36 1.02 0.060
Cl -1.52 -3.08 0.11 -0.273
Cl -5.69 -0.22 1.26 0.027
C 2.91 -0.05 -0.54 -0.199
H -1.67 1.36 -0.81 0.217
H 3.96 -0.05 -0.80 0.217
H -4.07 1.21 -0.44 0.241
C 0.23 -0.09 0.12 0.095
C 0.67 -0.72 -1.04 -0.215
C -2.07 0.62 -0.14 0.129
H 0.77 1.06 1.83 0.222
H -0.05 -1.24 -1.67 0.226
C 2.01 -0.70 -1.37 -0.203
C -3.41 0.53 0.08 -0.409
H -3.81 -1.89 2.51 0.268
C 1.13 0.57 0.94 -0.150
```

For the energy, the calculation gives -1777.65877 Eh. The HOMO energy is -8.6809 eV. As for the frontier orbital gap: 8.77 eV. The calculation puts the LUMO energy at 0.00318 hartree. For the molecular weight, the calculation gives 260.060 g/mol. The energy relative to the best compared isomer or geometry (same formula, charge and spin) comes out at 0.0 kJ/mol. The value obtained for the max |F| is 3.4 eV/A. The SMILES is O=[P@@]1(Cl)C=C(Cl)C=CN1c1ccccc1.

***

Entry 2:
C10H8ClNO2S | wB97M-V/def2-TZVPD

Geometry as XYZ:
```
23
Properties=species:S:1:pos:R:3:nbo_charge:R:1
N -2.42 -0.05 -3.88 -0.259
H 0.45 3.08 3.14 0.239
C 1.34 -0.28 0.21 -0.146
C -1.95 -0.76 -3.11 0.239
S 0.75 -0.76 -2.78 2.045
H 2.14 -0.83 -0.30 0.244
O 0.52 -1.55 -3.93 -0.851
C -0.77 0.78 1.72 -0.208
H -2.08 -0.36 0.50 0.210
C -1.52 -1.64 -2.05 -0.342
H -2.20 -1.52 -1.20 0.272
C 0.87 2.02 3.27 -0.641
H 1.98 1.91 3.19 0.224
H -1.61 1.23 2.16 0.214
C -0.22 -1.25 -1.46 -0.337
C 0.57 1.08 2.11 0.006
H 0.44 1.51 4.24 0.231
C 0.00 -0.49 -0.22 -0.117
Cl -1.54 -3.39 -2.52 0.008
H 2.70 0.94 1.55 0.212
C -1.05 0.03 0.59 -0.179
C 1.55 0.60 1.27 -0.210
O 2.05 -0.28 -2.51 -0.856
```

For the energy, the calculation gives -1449.32881 Eh. The HOMO energy (alpha / beta) is -8.9266 / -8.9260 eV. As for the frontier orbital gap (alpha / beta): 6.99 / 6.99 eV. The calculation puts the LUMO energy (alpha / beta) at -0.07131 / -0.07120 hartree. For the molecular weight, the calculation gives 241.699 g/mol. The energy relative to the best compared isomer or geometry (same formula, charge and spin) comes out at 178.4 kJ/mol. The value obtained for the max |F| is 3.8 eV/A. The SMILES is Cc1ccc(C([C@H](Cl)C#N)=S(=O)=O)cc1.

***

Entry 3:
C10H8FeN3O6 | wB97M-V/def2-TZVPD

Geometry as XYZ:
```
28
Properties=species:S:1:pos:R:3:lowdin_spin:R:1
H -0.83 -2.16 3.76 0.013
H 3.23 -0.77 1.51 0.011
N -0.03 -0.83 2.31 0.235
C 1.59 -0.28 0.22 0.036
C 2.16 -0.68 1.45 0.320
H 2.10 -0.50 -1.79 0.004
C -2.17 -0.97 -1.05 0.074
O 0.94 -0.81 -3.07 0.554
O -2.82 -1.91 -1.16 0.014
H 1.66 -1.18 3.50 0.000
O -1.82 -0.64 0.94 0.256
H -0.56 -0.47 4.28 0.012
C 0.09 0.06 -3.16 0.484
N 0.26 -0.04 0.09 0.033
N 2.41 -0.12 -0.86 0.100
O -2.73 2.07 -3.32 0.048
H -1.94 -0.87 3.21 0.001
Fe -0.73 1.06 -1.41 2.283
C 0.50 2.03 -2.27 0.142
H 3.38 -0.33 -0.67 0.001
H -0.44 0.24 -4.17 0.084
O -1.94 3.05 0.29 -0.009
C -0.90 -1.11 3.45 0.026
O 1.19 2.77 -2.85 0.186
C -0.56 -0.50 1.09 -0.004
C -2.09 1.52 -2.51 0.055
C 1.31 -0.92 2.50 0.029
C -1.28 2.29 -0.30 0.012
```

Its spin multiplicity is 6. For the energy, the calculation gives -2264.41928 Eh. The HOMO energy (alpha / beta) is -13.5710 / -17.3373 eV. As for the frontier orbital gap (alpha / beta): 4.90 / 4.97 eV. The calculation puts the LUMO energy (alpha / beta) at -0.31871 / -0.45440 hartree. For the molecular weight, the calculation gives 322.034 g/mol. The value obtained for the max |F| is 8.4 eV/A. As for the charge: +2.

***

Entry 4:
C10H8IO3 | wB97M-V/def2-TZVPD

Geometry as XYZ:
```
22
Properties=species:S:1:pos:R:3:lowdin_spin:R:1
C 0.52 -0.19 -0.10 0.039
C 2.86 -0.34 0.61 0.001
H -4.00 1.50 -0.51 0.005
C -0.25 2.13 -0.71 0.029
C -2.89 1.82 -0.75 0.038
O 0.00 3.20 -0.31 0.004
H -2.76 1.97 -1.80 0.009
C -0.60 0.74 -0.55 0.128
C 2.64 -1.70 0.92 0.029
H -2.66 2.75 -0.15 0.008
C 1.79 0.40 0.12 0.024
H 1.74 1.49 -0.21 0.002
I -1.72 1.02 2.39 0.982
H 1.39 -3.31 1.05 -0.001
H 3.47 -2.44 1.31 0.002
O -2.67 -0.53 -0.51 0.246
H -0.74 -1.82 0.31 0.002
H 3.89 0.03 0.66 -0.001
C -2.05 0.57 -0.46 0.269
O -0.17 1.41 -1.85 0.144
C 1.36 -2.22 0.94 0.002
C 0.30 -1.47 0.44 0.037
```

Its spin multiplicity is 3. For the energy, the calculation gives -909.16806 Eh. The HOMO energy (alpha / beta) is -0.9737 / -4.6781 eV. As for the frontier orbital gap (alpha / beta): 3.86 / 4.88 eV. The calculation puts the LUMO energy (alpha / beta) at 0.10607 / 0.00734 hartree. For the molecular weight, the calculation gives 303.075 g/mol. The value obtained for the max |F| is 3.9 eV/A. As for the charge: -1.

***

Entry 5:
C10H8N3O6Y | wB97M-V/def2-TZVPD

Geometry as XYZ:
```
28
Properties=species:S:1:pos:R:3:nbo_charge:R:1
C -0.48 1.80 0.74 0.497
C 1.99 0.92 -1.68 0.400
N -0.35 0.54 0.23 -0.681
C 1.50 -0.90 -3.78 0.460
O -1.89 -4.93 -2.67 -0.408
Y 0.44 -0.96 -1.46 1.637
H -1.32 -1.12 4.23 0.235
O 1.99 -0.74 -4.81 -0.323
H -0.85 3.00 2.51 0.277
O 2.84 1.68 -1.92 -0.393
C -0.54 -0.52 1.08 0.774
H -0.09 -2.07 3.34 0.244
C -1.03 -1.52 3.25 -0.411
O 3.77 -1.60 -0.27 -0.305
N -0.87 -0.35 2.37 -0.362
C -0.79 1.99 2.10 -0.338
C -1.29 -3.96 -2.84 0.484
N -0.26 2.82 -0.11 -0.710
C 2.76 -1.40 -0.78 0.455
H -1.22 0.91 3.97 0.267
C -0.98 0.90 2.90 0.157
H -0.29 3.77 0.26 0.442
H 0.01 2.68 -1.07 0.421
H -0.86 0.31 -2.33 -0.080
H -1.81 -2.19 2.88 0.251
C 0.04 0.89 -2.98 0.163
O -0.16 1.72 -3.79 -0.401
O -0.26 -1.70 0.61 -0.750
```

For the energy, the calculation gives -1039.32137 Eh. The HOMO energy is -15.1494 eV. As for the frontier orbital gap: 6.41 eV. The calculation puts the LUMO energy at -0.32099 hartree. For the molecular weight, the calculation gives 355.095 g/mol. The energy relative to the best compared isomer or geometry (same formula, charge and spin) comes out at 0.0 kJ/mol. The value obtained for the max |F| is 6.0 eV/A. As for the charge: +2.

***

Entry 6:
C10H8N4O | wB97M-V/def2-TZVPD

Geometry as XYZ:
```
23
Properties=species:S:1:pos:R:3:nbo_charge:R:1
C 0.97 -2.22 -1.46 -0.506
C 0.86 1.46 -1.72 0.389
C 2.43 -2.13 -1.00 0.678
C -0.98 2.08 0.41 -0.294
H -2.33 -0.44 -0.50 0.268
C -1.60 2.20 1.62 -0.090
N 0.16 0.54 -1.13 -0.521
H -2.42 1.31 3.24 0.227
N -0.84 -1.70 0.22 -0.446
N 1.76 2.00 -2.17 -0.386
C -2.05 -0.16 1.68 -0.068
C -0.79 0.80 -0.21 0.355
C 0.07 -1.90 -0.59 0.499
H 2.59 0.01 -1.15 0.417
H -2.51 -0.99 2.19 0.225
N 2.82 -0.88 -0.59 -0.855
C -1.54 -0.44 0.29 -0.180
H 3.77 -0.77 -0.19 0.398
H -0.49 2.87 0.00 0.227
H 0.63 -2.84 -2.39 0.277
O 3.18 -3.06 -0.93 -0.575
H -1.54 3.19 2.13 0.229
C -2.18 1.07 2.24 -0.270
```

For the energy, the calculation gives -679.99731 Eh. The HOMO energy is -9.0044 eV. As for the frontier orbital gap: 7.35 eV. The calculation puts the LUMO energy at -0.06078 hartree. For the molecular weight, the calculation gives 200.201 g/mol. The energy relative to the best compared isomer or geometry (same formula, charge and spin) comes out at 156.8 kJ/mol. The value obtained for the max |F| is 4.7 eV/A. The SMILES is N#C/N=C1\C=CC=C[C@@H]1N=C=CC(N)=O.